<i>
Density functional theory data (ωB97M-V with the def2-TZVPD basis set) for C3H2O2Sn as an isolated structure.

XYZ file:
```
8
Properties=species:S:1:pos:R:3:nbo_charge:R:1
O -0.47250 1.48757 -0.09809 -0.84
C -1.44626 0.62116 0.11046 0.16
C -1.39659 -0.64704 -0.40638 -0.11
O -0.02792 -1.00386 -0.43672 -0.71
C 0.38688 -1.58672 0.71606 -0.02
Sn 1.32883 0.44202 -0.24684 1.10
H -2.33057 0.91706 0.69423 0.18
H -2.15142 -1.41658 -0.55931 0.23
```

Calculated values
LUMO energy (spin up / spin down): -0.8 / -0.4 eV

<ii>
Density functional theory data (ωB97M-V with the def2-TZVPD basis set) for C3H2O2Sn as an isolated structure.

XYZ file:
```
8
Properties=species:S:1:pos:R:3:nbo_charge:R:1
O 1.48587 0.51534 0.23199 -0.85
C 0.59892 1.14551 -0.54972 0.15
C -0.14002 0.44131 -1.53077 0.00
O -0.62582 -0.67218 -0.81897 -0.68
C -1.35733 0.41782 -0.12594 -0.25
Sn 0.23327 -0.89581 1.02028 1.19
H 0.59370 2.24537 -0.60684 0.20
H -0.46566 0.63287 -2.55378 0.24
```

Calculated values
LUMO energy: -0.2 eV

Result of the stability comparison: <i> is the least stable of them.

<i>
Density functional theory data (ωB97M-V with the def2-TZVPD basis set) for C16H32O12 as an isolated structure.

XYZ file:
```
60
Properties=species:S:1:pos:R:3:nbo_charge:R:1
C 2.80521 -2.26086 2.51711 -0.63
C 2.25869 -0.90452 2.83881 -0.07
O 0.88179 -0.99358 3.19286 -0.55
C -0.18436 -1.04050 2.21793 1.04
O -0.00398 -1.21500 1.03074 -0.64
O -1.26722 -0.93321 2.91505 -0.48
C -2.53218 -1.09100 2.24071 -0.26
H 3.88295 -2.17571 2.37807 0.20
H 2.27047 -2.76472 1.71195 0.25
H 2.53498 -2.89321 3.36280 0.21
H 2.40911 -0.05714 2.16992 0.18
H 2.73831 -0.64594 3.78284 0.19
H -3.32588 -1.09827 2.98776 0.20
H -2.60417 -2.00090 1.64488 0.21
H -2.72146 -0.26651 1.55333 0.19
C 0.71738 -3.41475 -0.31705 -0.70
C -0.62760 -3.32831 0.38776 -0.08
O -1.38484 -2.15202 0.12093 -0.56
C -2.29925 -2.14937 -0.86014 1.02
O -2.57595 -3.18545 -1.41471 -0.62
O -2.92506 -0.91736 -1.06918 -0.56
C -4.17916 -0.85652 -1.79018 -0.27
H 1.52960 -2.96033 0.25032 0.33
H 0.77760 -3.08605 -1.35456 0.19
H 0.87878 -4.48471 -0.44830 0.19
H -0.50494 -3.44982 1.46400 0.18
H -1.21636 -4.19790 0.09574 0.22
H -4.69959 0.04363 -1.46309 0.21
H -4.84018 -1.72314 -1.77867 0.22
H -3.82804 -0.79570 -2.82029 0.20
C -1.58062 2.68397 -0.03941 -0.62
C -0.58267 3.67726 0.54953 -0.07
O 0.37201 3.85408 -0.46401 -0.49
C 0.56491 4.99763 -1.08782 0.99
O 0.32670 6.09944 -0.66347 -0.64
O 1.24008 4.75203 -2.19076 -0.50
C 1.42312 5.65208 -3.24654 -0.25
H -2.16814 3.23898 -0.77077 0.20
H -2.20380 2.27644 0.75662 0.20
H -1.21147 1.80903 -0.57448 0.22
H -0.12600 3.14992 1.38707 0.18
H -1.01532 4.55866 1.02288 0.21
H 0.46252 5.93343 -3.67805 0.19
H 2.04720 5.04630 -3.90354 0.20
H 2.00922 6.54694 -3.03722 0.19
C -1.16378 0.14876 -1.98524 -0.64
C -0.34586 -0.82579 -1.20604 -0.15
O 1.01553 -0.36834 -1.09237 -0.49
C 1.92677 -0.96667 -0.31138 1.05
O 1.75609 -1.98381 0.36144 -0.66
O 3.08087 -0.17099 -0.32655 -0.51
C 4.17017 -0.41603 0.60645 -0.26
H -1.00828 0.02572 -3.05705 0.19
H -0.89924 1.13961 -1.61602 0.19
H -2.24312 0.13756 -1.83361 0.26
H -0.50865 -1.84055 -1.56917 0.17
H -0.73100 -0.90133 -0.18915 0.28
H 4.15807 0.32700 1.40386 0.18
H 5.08861 -0.22546 0.05125 0.20
H 4.18138 -1.35724 1.15608 0.20
```

Calculated values
LUMO energy: 0.6 eV

<ii>
Density functional theory data (ωB97M-V with the def2-TZVPD basis set) for a 4-piece molecular cluster, C16H32O12 overall.

XYZ file:
```
60
Properties=species:S:1:pos:R:3:nbo_charge:R:1
C -14.00831 -18.40255 32.42185 -0.63
C -14.07124 -16.91483 32.35989 -0.08
O -14.31053 -16.45925 31.07068 -0.50
C -15.19617 -15.42092 30.89512 0.99
O -16.00714 -14.97748 31.68284 -0.61
O -15.12168 -15.04897 29.54940 -0.52
C -16.04663 -14.14245 29.10292 -0.26
H -13.67187 -18.65862 33.42651 0.22
H -13.32245 -18.85936 31.70840 0.22
H -14.94739 -18.93975 32.28900 0.21
H -13.13923 -16.44266 32.67055 0.18
H -14.83914 -16.64602 33.08526 0.20
H -15.91988 -13.09346 29.37061 0.19
H -17.05091 -14.56478 29.13700 0.19
H -15.88245 -14.10959 28.02586 0.19
C -3.35277 -13.19224 21.13064 -0.64
C -4.68683 -13.51539 21.72787 -0.07
O -4.89985 -14.85654 21.86857 -0.48
C -4.93398 -15.48756 23.00032 0.99
O -4.66410 -15.01271 24.13053 -0.68
O -4.98281 -16.79410 22.73846 -0.50
C -4.99441 -17.75026 23.84647 -0.27
H -3.32787 -13.65720 20.14510 0.22
H -2.50764 -13.43307 21.77551 0.22
H -3.32215 -12.16546 20.76611 0.22
H -5.47570 -13.33485 20.99767 0.19
H -4.96946 -12.97410 22.63077 0.20
H -4.12580 -17.37081 24.38466 0.20
H -4.78789 -18.78225 23.56282 0.21
H -5.79756 -17.56477 24.55966 0.20
C -8.49125 -17.08502 25.87558 -0.65
C -9.60322 -17.70191 26.69873 -0.08
O -10.87885 -17.05739 26.80526 -0.49
C -11.94399 -17.73292 27.00943 0.99
O -12.00113 -18.93783 27.18773 -0.66
O -12.93081 -16.87354 26.92552 -0.49
C -14.20828 -17.31524 27.24563 -0.27
H -8.93354 -16.19571 25.42659 0.24
H -8.30855 -17.79733 25.07101 0.21
H -7.56885 -17.09922 26.45616 0.22
H -9.13074 -17.58892 27.67449 0.18
H -9.76010 -18.74180 26.41216 0.21
H -14.46658 -18.26953 26.78660 0.20
H -14.96769 -16.57075 27.00656 0.19
H -14.44968 -17.40323 28.30491 0.20
C -12.04279 -13.82864 27.90625 -0.63
C -10.55440 -13.68732 28.47164 -0.06
O -9.56219 -13.40415 27.36556 -0.52
C -8.24735 -13.64327 27.55640 0.99
O -7.65747 -13.97442 28.61210 -0.67
O -7.59640 -13.58357 26.39972 -0.50
C -6.28944 -13.56399 26.25324 -0.23
H -11.99748 -14.47822 27.03211 0.24
H -12.55193 -12.92949 27.55926 0.21
H -12.60039 -14.16523 28.78026 0.22
H -10.25310 -14.65773 28.86612 0.19
H -10.36996 -13.03952 29.32864 0.19
H -5.89043 -14.52758 26.57005 0.19
H -5.85845 -12.81649 26.91928 0.17
H -6.06893 -13.19324 25.25223 0.20
```

Calculated values
SMILES string: CCOC(=O)OC.CCOC(=O)OC.CCOC(=O)OC.CCOC(=O)OC
LUMO energy: 0.6 eV

Result of the stability comparison: <i> is the least stable of them.

<i>
Density functional theory data (ωB97M-V with the def2-TZVPD basis set) for a 2-piece molecular cluster, C6H16O3 overall.

XYZ file:
```
25
Properties=species:S:1:pos:R:3:nbo_charge:R:1
C 1.02958 -1.97582 -0.05755 0.78
C -0.65999 -2.52368 0.13853 -0.55
C -1.64757 -1.49997 0.67459 -0.63
O 1.03606 -1.38441 -1.27302 -0.74
O 1.27487 -1.12344 0.98068 -0.73
O 1.83477 -3.08788 -0.01028 -0.73
H -0.05548 -1.40247 -1.10279 0.52
H 2.06370 -1.40735 1.46356 0.50
H 2.18907 -3.22995 -0.89864 0.50
H -1.03503 -3.04818 -0.74850 0.21
H -0.50199 -3.31336 0.87092 0.23
H -2.55183 -1.98997 1.03929 0.22
H -1.21067 -0.93998 1.50102 0.23
H -1.93350 -0.79495 -0.10746 0.20
C -0.21454 1.95612 -0.11450 -0.40
C -0.76737 3.23661 0.50722 -0.60
C 0.97067 2.22333 -1.03896 -0.61
H -1.00710 1.45814 -0.68133 0.18
H 0.09221 1.26559 0.67443 0.21
H 0.67878 2.87352 -1.86604 0.19
H -1.10232 3.93057 -0.26577 0.20
H -0.00273 3.74026 1.10100 0.20
H -1.61500 3.02353 1.16037 0.20
H 1.35912 1.29227 -1.45121 0.22
H 1.77629 2.72146 -0.49554 0.20
```

Calculated values
SMILES string: CCC(O)(O)O.CCC
LUMO energy: 0.7 eV

<ii>
Density functional theory data (ωB97M-V with the def2-TZVPD basis set) for a 3-piece molecular cluster, C6H16O3 overall.

XYZ file:
```
25
Properties=species:S:1:pos:R:3:nbo_charge:R:1
C 0.66638 -0.01637 -0.88454 0.28
C -0.85158 1.83375 -0.36451 -0.25
C 1.19396 0.58301 -2.19228 -0.64
C 1.61178 0.29041 0.27818 -0.66
C 0.50396 -1.53085 -1.03210 -0.62
O -0.67440 0.45573 -0.61910 -0.58
H -0.51587 2.45227 -1.19988 0.18
H -1.92450 1.97552 -0.24022 0.20
H -0.34513 2.14749 0.55215 0.17
H 1.37454 1.65138 -2.09537 0.21
H 0.47826 0.41779 -2.99537 0.22
H 2.13510 0.10841 -2.45976 0.22
H 2.56876 -0.19423 0.09738 0.22
H 1.19771 -0.09392 1.20944 0.25
H 1.79355 1.35942 0.37371 0.20
H 0.24397 -1.97710 -0.07536 0.22
H 1.43645 -1.97884 -1.36466 0.21
H -0.27643 -1.75344 -1.75659 0.22
C -1.24258 -0.64445 2.93347 0.30
O -2.23735 -0.91537 1.16761 -0.91
O -0.23246 -1.28437 2.64562 -0.65
H -1.82400 -1.82813 1.16632 0.49
H -1.70482 -0.40280 0.51820 0.51
H -1.31111 0.45026 2.83327 0.11
H -2.06419 -1.10556 3.50438 0.12
```

Calculated values
SMILES string: COC(C)(C)C.C=O.O
LUMO energy: 0.8 eV

Result of the stability comparison: <i> is the least stable of them.

<i>
Density functional theory data (ωB97M-V with the def2-TZVPD basis set) for CH2FO4S as an isolated structure.

XYZ file:
```
9
Properties=species:S:1:pos:R:3:nbo_charge:R:1
C 0.42512 0.04092 -0.51321 -0.33
O -1.65224 -0.93297 0.75923 -0.99
O -1.72151 1.25753 -0.21264 -1.02
O -0.48203 1.00578 1.85202 -0.98
O 1.23462 -0.84638 0.26003 -0.13
F 2.42156 -1.42552 -0.71440 -0.30
S -0.97868 0.35794 0.65863 2.39
H -0.13757 -0.33502 -1.31502 0.20
H 0.89073 0.87772 -0.77463 0.18
```

Calculated values
total charge: -1
LUMO energy: 2.5 eV

<ii>
Density functional theory data (ωB97M-V with the def2-TZVPD basis set) for a 2-piece molecular cluster, CH2FO4S overall.

XYZ file:
```
9
Properties=species:S:1:pos:R:3:nbo_charge:R:1
C 1.00994 -1.16258 0.03463 0.16
O 1.87866 0.56820 -1.43226 -0.97
O 3.04559 0.46522 0.63968 -0.96
O 0.77461 1.52613 0.59990 -0.91
O 1.61501 -2.18078 0.21264 -0.51
F -1.35507 0.79549 0.06896 -0.77
S 1.75880 0.49462 0.02036 2.28
H 0.08886 -1.26382 -0.48479 0.16
H -0.22867 1.17055 0.24870 0.51
```

Calculated values
total charge: -1
LUMO energy: 4.0 eV

Result of the stability comparison: <i> is the least stable of them.